1.
C5H11F3NO2P | wB97M-V/def2-TZVPD

XYZ file:
```
23
Properties=species:S:1:pos:R:3:nbo_charge:R:1
C -2.10 2.24 -0.44 -0.63
C -1.19 -3.84 -0.28 -0.47
C -0.88 1.93 0.52 -0.71
C 1.50 0.36 1.04 -0.84
C 2.56 1.07 0.21 0.98
N 0.01 -3.14 0.23 0.05
O 0.25 0.45 -1.35 -0.99
O 0.18 -2.07 -0.32 -0.23
F 2.94 0.35 -0.86 -0.34
F 3.70 1.12 0.99 -0.36
F 2.34 2.31 -0.23 -0.32
P -0.18 0.19 0.17 1.11
H -2.94 1.58 -0.28 0.21
H -2.56 3.10 -0.06 0.21
H -1.66 2.26 -1.51 0.23
H -1.90 -3.34 -0.89 0.22
H -0.87 -4.70 -0.69 0.21
H -1.71 -4.06 0.68 0.22
H -1.11 1.79 1.49 0.20
H 0.03 2.49 0.33 0.22
H 1.57 0.93 1.95 0.25
H 1.75 -0.74 1.23 0.26
H 0.26 -0.28 -1.91 0.50
```

As for the charge: 0. The calculation puts the largest force on an atom at 0.09374 hartree/bohr. The highest occupied orbital energy (alpha / beta) is -7.6 / -8.0 eV. The calculation puts the orbital gap (alpha / beta) at 0.3067 / 0.2319 Ha. The relative energy (zero: lowest compared OMol25 entry of this formula, charge and spin) comes out at 1.434 eV. The value obtained for the LUMO energy (alpha / beta) is 0.76 / -1.67 eV. The calculation puts the total energy at -28385.210 eV. The spin multiplicity is 3.


2.
C5H11FN | wB97M-V/def2-TZVPD

XYZ file:
```
18
Properties=species:S:1:pos:R:3:nbo_charge:R:1
C -1.82 0.54 -0.94 -0.48
C -1.87 0.75 0.60 -0.41
C -0.97 -0.64 -1.12 0.25
C -0.93 -0.33 1.18 -0.26
C 3.33 0.16 -0.07 -0.85
N -0.56 -1.07 0.00 0.16
F 0.24 -2.13 0.14 -0.12
H -2.80 0.38 -1.38 0.28
H -1.39 1.40 -1.47 0.28
H -1.54 1.74 0.88 0.26
H -2.88 0.62 0.97 0.25
H -0.72 -1.11 -2.06 0.27
H 2.96 -0.47 0.73 0.20
H -0.03 0.07 1.65 0.25
H -1.42 -0.99 1.90 0.26
H 4.18 -0.33 -0.53 0.23
H 2.56 0.32 -0.81 0.19
H 3.65 1.11 0.34 0.23
```

As for the charge: +1. The calculation puts the largest force on an atom at 0.03116 hartree/bohr. The highest occupied orbital energy is -16.4 eV. The calculation puts the orbital gap at 0.4214 Ha. The relative energy (zero: lowest compared OMol25 entry of this formula, charge and spin) comes out at 3.060 eV. The value obtained for the LUMO energy is -4.90 eV. The calculation puts the total energy at -9561.627 eV.


3.
C5H11FO | wB97M-V/def2-TZVPD

XYZ file:
```
18
Properties=species:S:1:pos:R:3:nbo_charge:R:1
C 1.39 -1.18 0.81 -0.43
C 1.94 -0.33 -0.04 -0.14
C 2.03 1.19 0.06 -0.66
H 1.49 -2.31 1.00 0.23
H 0.82 -0.59 1.52 0.17
H 2.46 -0.69 -1.08 0.18
H 1.96 1.54 1.11 0.21
H 3.02 1.51 -0.35 0.22
H 1.24 1.51 -0.58 0.22
C -2.05 -0.36 -1.35 -0.27
O -1.03 -0.37 -0.35 -0.52
C -1.52 0.16 0.76 0.35
F -2.40 -0.64 1.32 -0.35
H -2.74 -1.22 -1.25 0.19
H -1.46 -0.49 -2.21 0.20
H -2.68 0.60 -1.38 0.18
H -1.74 1.34 0.49 0.10
H -0.74 0.32 1.52 0.14
```

As for the charge: 0. The calculation puts the largest force on an atom at 0.11154 hartree/bohr. Its SMILES is C=CC.COCF. The highest occupied orbital energy is -9.2 eV. The calculation puts the orbital gap at 0.3766 Ha. The relative energy (zero: lowest compared OMol25 entry of this formula, charge and spin) comes out at 2.489 eV. The value obtained for the LUMO energy is 1.05 eV. The calculation puts the total energy at -10125.167 eV.


4.
C5H11FO2 | wB97M-V/def2-TZVPD

XYZ file:
```
19
Properties=species:S:1:pos:R:3:nbo_charge:R:1
C 2.14 -0.99 -0.40 -0.60
C 1.37 1.24 0.70 -0.61
C 1.00 0.07 -0.28 -0.33
C -0.29 -0.57 0.18 0.29
C -2.14 0.58 0.07 0.34
O -3.07 -0.06 0.86 -0.70
O -2.36 0.54 -1.23 -0.68
F -0.81 -1.43 -0.78 -0.39
H 2.90 -0.73 -1.16 0.21
H 1.71 -1.98 -0.56 0.22
H 2.67 -1.06 0.54 0.20
H 2.13 0.87 1.36 0.20
H 0.43 1.47 1.14 0.21
H 1.88 2.15 0.33 0.22
H 0.83 0.46 -1.28 0.22
H -0.22 -1.20 1.10 0.14
H -2.03 1.69 0.43 0.14
H -3.27 -0.92 0.47 0.47
H -2.87 -0.15 -1.51 0.47
```

As for the charge: 0. The calculation puts the largest force on an atom at 0.11555 hartree/bohr. The highest occupied orbital energy (alpha / beta) is -5.0 / -11.4 eV. The calculation puts the orbital gap (alpha / beta) at 0.2097 / 0.3872 Ha. The relative energy (zero: lowest compared OMol25 entry of this formula, charge and spin) comes out at 0.500 eV. The value obtained for the LUMO energy (alpha / beta) is 0.75 / -0.88 eV. The calculation puts the total energy at -12169.604 eV. The spin multiplicity is 3.


5.
C5H11IN | wB97M-V/def2-TZVPD

XYZ file:
```
18
Properties=species:S:1:pos:R:3:nbo_charge:R:1
C 0.33 0.40 1.11 -0.31
C 0.27 0.27 -0.43 -0.05
C 0.16 -2.21 -0.17 -0.47
C 0.51 1.60 1.60 -0.30
C -0.34 1.53 -1.05 -0.64
N -0.47 -1.08 -0.78 -0.57
I -1.10 -3.58 0.71 0.23
H 0.00 -0.33 1.83 0.24
H 1.33 0.14 -0.93 0.24
H 0.84 -2.83 -0.77 0.27
H 0.52 1.83 2.70 0.24
H 0.75 2.51 1.03 0.21
H 0.65 -1.69 0.97 0.29
H -1.15 1.90 -0.32 0.24
H -0.78 1.36 -2.03 0.23
H 0.47 2.22 -1.13 0.25
H -1.43 -1.03 -0.49 0.44
H -0.54 -0.98 -1.87 0.46
```

As for the charge: +1. The calculation puts the largest force on an atom at 0.09619 hartree/bohr. The highest occupied orbital energy is -13.5 eV. The calculation puts the orbital gap at 0.3702 Ha. The relative energy (zero: lowest compared OMol25 entry of this formula, charge and spin) comes out at 2.646 eV. The value obtained for the LUMO energy is -3.44 eV. The calculation puts the total energy at -14944.635 eV.


6.
C5H11INO | wB97M-V/def2-TZVPD

XYZ file:
```
19
Properties=species:S:1:pos:R:3:nbo_charge:R:1
C -2.46 2.17 -1.13 -0.04
C 0.02 -0.78 0.20 0.96
C 0.82 -2.90 1.11 -0.62
C -0.45 2.44 -2.34 -0.45
C -0.17 -1.69 1.28 -0.66
N -1.26 1.86 -1.30 -0.43
O 0.09 -0.12 -0.72 -0.19
I 3.18 -0.29 2.79 -0.15
H -3.06 1.85 -0.39 0.17
H -2.89 2.86 -1.87 0.15
H 1.95 -2.54 1.02 0.26
H 0.52 -3.58 0.20 0.26
H 0.71 -3.49 2.14 0.27
H -0.76 3.33 -2.91 0.21
H 0.45 2.70 -1.72 0.21
H -0.19 1.58 -2.91 0.21
H -0.07 -1.36 2.29 0.33
H -1.15 -2.25 1.21 0.34
H 4.73 0.20 3.03 0.16
```

As for the charge: +1. The calculation puts the largest force on an atom at 0.10075 hartree/bohr. The highest occupied orbital energy is -12.8 eV. The calculation puts the orbital gap at 0.2823 Ha. The relative energy (zero: lowest compared OMol25 entry of this formula, charge and spin) comes out at 3.454 eV. The value obtained for the LUMO energy is -5.08 eV. The calculation puts the total energy at -16991.125 eV.